Entry 1:
A structure of composition C34H28GeMoN2O4. Source: the OMol25 dataset; level of theory: wB97M-V/def2-TZVPD.

## Properties
Max |F|, Eh/bohr: 0.0150
Gap between HOMO and LUMO, eV: 7.91

Geometry (Å):
1 Mo 1.62047 -0.67575 -0.07985
2 C 5.19114 0.95596 -1.33501
3 O 5.52486 1.73300 -0.18525
4 C 5.08517 1.42163 1.05703
5 C 5.73320 2.07402 2.09432
6 C 5.38983 1.85697 3.42409
7 C 4.37869 0.97717 3.73408
8 C 3.67942 0.33410 2.70614
9 C 2.57897 -0.53920 3.05348
10 N 1.59028 -0.75506 2.26167
11 N 0.62248 -1.62167 2.76898
12 C 0.11602 -2.31903 1.80405
13 O 0.53538 -2.22315 0.56326
14 C -0.91348 -3.34309 2.08505
15 C -1.31589 -4.20869 1.07519
16 C -2.28596 -5.16628 1.33172
17 C -2.86252 -5.25135 2.59010
18 C -2.46520 -4.38032 3.59822
19 C -1.49024 -3.42996 3.34991
20 C 4.03114 0.53586 1.36407
21 O 3.43347 -0.16049 0.39472
22 H 5.82101 1.35562 -2.12516
23 H 4.14265 1.06162 -1.60677
24 H 5.41331 -0.09952 -1.18069
25 H 6.53104 2.75529 1.82865
26 H 5.92314 2.37851 4.20713
27 H 4.09712 0.79249 4.76311
28 H 2.59525 -1.02197 4.02947
29 H -0.86903 -4.11801 0.09483
30 H -2.59664 -5.84390 0.54684
31 H -3.62218 -5.99674 2.78914
32 H -2.91700 -4.44714 4.57963
33 H -1.16731 -2.74468 4.12171
34 C 0.42286 0.74113 -0.06575
35 Ge -1.10233 0.90704 -1.25736
36 C -2.36950 -0.35043 -0.45883
37 C -2.70938 -0.09709 0.87244
38 C -3.56806 -0.93504 1.56844
39 C -4.11192 -2.04510 0.93948
40 C -3.79080 -2.30844 -0.38290
41 C -2.92667 -1.46950 -1.07461
42 C -0.54997 0.65650 -3.10513
43 C -0.85422 -0.41432 -3.94019
44 C -0.36804 -0.46357 -5.24012
45 C 0.43843 0.55494 -5.72287
46 C 0.75675 1.62792 -4.90229
47 C 0.26239 1.67594 -3.60818
48 C -1.78046 2.72612 -1.08389
49 C -1.12276 3.67808 -0.30983
50 C -1.61235 4.97466 -0.20746
51 C -2.76950 5.33250 -0.88189
52 C -3.43577 4.39382 -1.65925
53 C -2.94286 3.10145 -1.75831
54 H 0.26724 1.04998 0.97357
55 H -2.30250 0.77267 1.37920
56 H -3.80807 -0.72324 2.60289
57 H -4.77182 -2.70959 1.48242
58 H -4.20591 -3.17742 -0.87855
59 H -2.69140 -1.70463 -2.10270
60 H -1.46051 -1.23512 -3.58548
61 H -0.61518 -1.30630 -5.87320
62 H 0.82018 0.51248 -6.73496
63 H 1.38752 2.42721 -5.27025
64 H 0.51211 2.52545 -2.98019
65 H -0.21203 3.41000 0.21477
66 H -1.08818 5.70407 0.39723
67 H -3.15280 6.34199 -0.80426
68 H -4.33870 4.67078 -2.18862
69 H -3.47194 2.37923 -2.37144
70 O 1.73755 -1.11038 -1.68573

---

Entry 2:
A structure of composition C34H28IN10O2SSeTi. Source: the OMol25 dataset; level of theory: wB97M-V/def2-TZVPD.

## Properties
Max |F|, Eh/bohr: 0.0027
Gap between HOMO and LUMO (spin up / spin down), eV: 6.57 / 6.57
Multiplicity: 2

Geometry (Å):
1 Ti -0.42890 -0.50191 -0.62559
2 S 0.15136 3.29755 6.09154
3 N -1.03750 3.32747 5.00097
4 C -0.65703 2.54547 4.00527
5 C -1.42534 2.27409 2.80555
6 C -2.67466 2.83618 2.55156
7 C -3.32400 2.50519 1.38420
8 C -2.71207 1.61547 0.50528
9 N -1.52566 1.07178 0.73562
10 C -0.87525 1.39792 1.86632
11 C 0.44289 0.79068 2.07634
12 N 0.89495 -0.02578 1.10773
13 C 2.07274 -0.61465 1.26800
14 C 2.87033 -0.41397 2.39379
15 C 2.42911 0.43658 3.37443
16 C 1.19072 1.06172 3.21687
17 C 0.61895 1.95429 4.20467
18 N 1.18151 2.30359 5.34883
19 H -3.10574 3.51816 3.27253
20 H -4.29127 2.91931 1.13833
21 H -3.19762 1.33330 -0.41999
22 H 2.38832 -1.26499 0.46622
23 H 3.80592 -0.94661 2.47965
24 H 3.00610 0.62330 4.27024
25 C -3.19625 -2.21530 3.07679
26 N -2.54340 -3.22199 2.25608
27 C -2.28802 -4.52133 2.87199
28 C -1.87766 -2.82402 1.14888
29 N -1.71010 -1.58212 0.80582
30 N -1.41473 -3.83871 0.34805
31 C -0.63194 -3.67083 -0.76652
32 N -0.08430 -4.84825 -1.22076
33 N -0.50361 -2.54175 -1.34916
34 H -3.87137 -2.72121 3.76253
35 H -3.79430 -1.55152 2.45021
36 H -2.46498 -1.64075 3.65353
37 H -2.39546 -4.41603 3.94858
38 H -1.25661 -4.83759 2.70370
39 H -2.99023 -5.28270 2.52150
40 H -1.99757 -0.98946 1.57162
41 H -1.51125 -4.77966 0.68565
42 H 0.30160 -5.42119 -0.48033
43 H 0.57728 -4.71035 -1.97209
44 H 0.12436 -2.57680 -2.16664
45 I -2.59917 -0.51484 -2.68076
46 C -2.41755 1.53265 -3.03899
47 C -3.35025 2.17068 -3.80103
48 C -3.18475 3.54558 -4.07466
49 C -2.09346 4.20563 -3.59399
50 C -1.11925 3.54342 -2.80498
51 C 0.02262 4.23252 -2.33523
52 C 0.95919 3.56643 -1.60256
53 C 0.77673 2.20345 -1.28054
54 C -0.32442 1.46885 -1.66926
55 C -1.27293 2.16471 -2.48417
56 H -4.19862 1.63447 -4.20411
57 H -3.92012 4.06073 -4.67862
58 H -1.94933 5.25664 -3.81571
59 H 0.14396 5.28045 -2.58258
60 H 1.84799 4.08380 -1.26021
61 H 1.55362 1.72651 -0.69304
62 Se 1.53846 -3.97439 2.17419
63 C 0.57320 -2.74666 3.10749
64 N -0.04969 -1.95095 3.68318
65 O 1.40468 -2.09467 -3.26959
66 C 1.92995 -1.21277 -2.57986
67 O 1.41832 -0.71720 -1.51018
68 C 3.28137 -0.67814 -2.96336
69 C 3.88859 -1.14063 -4.12559
70 C 5.13400 -0.66081 -4.49932
71 C 5.78024 0.28201 -3.71069
72 C 5.17785 0.74537 -2.54902
73 C 3.93015 0.26771 -2.17818
74 H 3.36673 -1.87488 -4.72398
75 H 5.60244 -1.02102 -5.40623
76 H 6.75328 0.65641 -4.00260
77 H 5.68021 1.48146 -1.93433
78 H 3.44661 0.62487 -1.27927

---

Entry 3:
The ion C34H28NO9S3 with charge -1. Source: the OMol25 dataset; level of theory: wB97M-V/def2-TZVPD.

## Properties
Total charge: -1
Max |F|, Eh/bohr: 0.0917
Gap between HOMO and LUMO, eV: 6.04

Geometry (Å):
1 C -5.47804 -0.69062 -0.53610
2 O -5.42323 -1.44309 0.69907
3 C -4.22308 -1.82951 1.18438
4 C -4.21230 -2.36553 2.49503
5 C -3.03918 -2.28253 3.21688
6 C -1.91588 -1.60956 2.68444
7 C -0.79865 -1.15086 3.55674
8 C 0.34258 -0.54519 2.86528
9 S 1.91789 -1.26659 3.21065
10 O 2.95576 -0.26899 3.00182
11 O 1.81916 -1.92844 4.49397
12 C 2.26018 -2.58241 2.04067
13 C 2.16209 -3.91708 2.45297
14 C 2.31503 -4.94529 1.52095
15 C 2.56988 -4.64143 0.17777
16 C 2.71076 -3.30905 -0.22445
17 C 2.56956 -2.27975 0.71230
18 S 0.19166 0.77152 1.66991
19 O 0.20363 0.19454 0.32976
20 O -0.95995 1.54638 2.12725
21 C 1.60104 1.86433 1.52687
22 C 2.13858 2.13085 0.25855
23 C 3.20827 3.01842 0.13348
24 C 3.72075 3.65915 1.26367
25 C 3.17461 3.39753 2.52764
26 C 2.11543 2.49408 2.65386
27 C -0.95341 -0.45721 5.15942
28 C 0.21204 -0.07194 6.05490
29 C 0.76795 1.22668 6.04243
30 C 1.59182 1.65049 7.07810
31 C 1.84602 0.82022 8.17494
32 N 2.24216 1.40248 9.40982
33 O 2.24741 0.69500 10.44087
34 O 2.52186 2.62357 9.42925
35 C 1.38993 -0.50252 8.14882
36 C 0.57571 -0.93384 7.12128
37 S -2.37105 -0.90207 6.30440
38 O -2.08167 -0.46024 7.64877
39 O -2.61690 -2.32065 6.09762
40 C -3.80462 0.10503 5.77747
41 C -4.78891 0.30731 6.74402
42 C -5.93822 1.04640 6.42661
43 C -6.13150 1.55960 5.14422
44 C -5.14426 1.34845 4.17990
45 C -3.95989 0.65454 4.51024
46 C -1.83552 -1.63095 1.26386
47 C -3.00020 -1.65613 0.51228
48 H -6.52868 -0.40085 -0.64055
49 H -4.83545 0.20235 -0.49232
50 H -5.17714 -1.32571 -1.38828
51 H -5.12944 -2.74032 2.93417
52 H -2.96925 -2.72488 4.20681
53 H -0.48388 -1.91314 4.42338
54 H 1.96491 -4.14311 3.49787
55 H 2.23773 -5.98262 1.85354
56 H 2.66837 -5.44771 -0.55267
57 H 2.93886 -3.05986 -1.26337
58 H 2.68922 -1.24132 0.41449
59 H 1.72394 1.64427 -0.61962
60 H 3.61954 3.22368 -0.85771
61 H 4.53459 4.37876 1.16296
62 H 3.54990 3.89886 3.41873
63 H 1.67353 2.28201 3.62536
64 H -1.30407 0.41682 4.59590
65 H 0.49292 1.95456 5.26749
66 H 2.01743 2.64270 7.05946
67 H 1.63681 -1.18375 8.95751
68 H 0.17981 -1.95345 7.22508
69 H -4.63783 -0.09363 7.74924
70 H -6.70240 1.24252 7.18968
71 H -7.03630 2.12270 4.92059
72 H -5.27225 1.74252 3.16424
73 H -3.16830 0.55931 3.76446
74 H -0.86658 -1.57907 0.75146
75 H -2.93551 -1.47500 -0.55869

---

Entry 4:
A structure of composition C34H29BCrO7. Source: the OMol25 dataset; level of theory: wB97M-V/def2-TZVPD.

## Properties
Total charge: +3
Max |F|, Eh/bohr: 0.1586
Gap between HOMO and LUMO (spin up / spin down), eV: 5.09 / 3.32
Multiplicity: 4

Geometry (Å):
1 C 3.18986 0.48615 0.04108
2 C 1.87713 1.05988 0.29824
3 C 1.54261 2.34783 0.71161
4 C 0.15964 2.44368 0.72028
5 C -0.38584 1.14032 0.31140
6 B -0.40550 -0.93605 4.86052
7 O 0.99779 -0.99245 4.78311
8 C 1.34527 -1.15734 6.19815
9 C 0.01343 -1.19981 7.05931
10 C 0.28984 -1.40602 8.53342
11 C -0.89239 -2.36623 6.47551
12 O -1.12437 -2.12424 5.05310
13 C -0.73980 0.16255 6.76668
14 O -0.99232 0.26898 5.32237
15 O 0.78774 0.30925 0.04878
16 H 3.87190 1.30082 -0.22455
17 H 3.58286 0.01051 0.94943
18 H 3.13967 -0.25755 -0.75863
19 H 2.27673 3.11209 0.95855
20 H -0.46853 3.29441 0.96111
21 H 1.91657 -2.09424 6.32823
22 H 1.96443 -0.29366 6.50794
23 H -0.65302 -1.42566 9.09878
24 H 0.80792 -2.35908 8.69576
25 H 0.91674 -0.59635 8.92665
26 H -0.38134 -3.33936 6.59024
27 H -1.86615 -2.38379 6.99711
28 H -1.70448 0.19115 7.30512
29 H -0.10332 1.01380 7.06772
30 O -8.90399 2.86452 4.70902
31 C -7.76101 3.00913 4.54851
32 Cr -5.86306 2.94689 4.26091
33 C -6.23092 1.59952 3.00122
34 O -6.51720 0.65873 2.36672
35 C -5.89092 1.45479 5.42427
36 O -6.00372 0.45132 6.01622
37 C -5.49361 4.94279 5.05847
38 C -5.73203 5.03083 3.67620
39 C -5.00855 4.22076 2.79362
40 C -3.97217 3.38975 3.26021
41 C -3.24546 2.50244 2.36442
42 C -2.73653 1.64499 1.66898
43 C -2.09318 0.46082 1.06044
44 C -2.64428 -0.79608 1.70859
45 C -3.01754 -0.75627 3.05134
46 C -3.81382 -1.74477 3.62336
47 C -4.18574 -2.85337 2.86000
48 C -3.67989 -2.98720 1.55911
49 C -2.91948 -1.96026 0.97952
50 C -2.39251 0.52334 -0.39714
51 C -1.24654 1.07787 -0.90996
52 C -1.02688 1.27820 -2.25629
53 C -2.11839 0.96114 -3.09345
54 C -3.32009 0.45334 -2.57231
55 C -3.46035 0.16860 -1.20080
56 C -3.80861 3.24846 4.64928
57 C -4.51739 4.06647 5.54409
58 H -6.08937 5.54130 5.75730
59 H -6.50541 5.70204 3.28662
60 H -5.22928 4.22041 1.72325
61 H -2.74688 0.11750 3.63920
62 H -4.14793 -1.62078 4.65436
63 H -4.86593 -3.59551 3.28546
64 H -3.89710 -3.89330 0.98485
65 H -2.59284 -2.05176 -0.05705
66 H -0.91008 0.53065 1.27714
67 H -0.06928 1.66706 -2.61459
68 H -2.00653 1.11921 -4.16660
69 H -4.16587 0.26558 -3.23699
70 H -4.34154 -0.32022 -0.77481
71 H -3.10558 2.48885 5.00243
72 H -4.32526 3.97970 6.61697

---

Entry 5:
A structure of composition C34H29N8PdS2. Source: the OMol25 dataset; level of theory: wB97M-V/def2-TZVPD.

## Properties
Total charge: +3
Max |F|, Eh/bohr: 0.0032
Gap between HOMO and LUMO, eV: 4.75

Geometry (Å):
1 Pd -1.11060 0.02927 1.30228
2 C 3.51798 -2.76918 -3.05409
3 C 4.09682 -1.80769 -2.20883
4 C 3.51709 -1.52719 -1.00435
5 C 2.31548 -2.21948 -0.61688
6 C 1.69540 -3.11716 -1.55335
7 C 2.31737 -3.41819 -2.73267
8 N 1.70505 -2.11266 0.54662
9 C 2.32354 -1.64373 1.65862
10 C 3.71442 -1.75619 1.88209
11 C 4.28147 -1.32863 3.06719
12 C 3.47368 -0.79843 4.06224
13 C 2.08685 -0.73149 3.89492
14 C 1.51365 -1.17384 2.72715
15 N 0.08389 -1.10387 2.59714
16 N -0.50762 -1.65820 3.53850
17 C -1.90193 -1.51025 3.55091
18 C -2.60217 -2.13173 4.56015
19 C -3.98157 -1.94108 4.61808
20 C -4.57533 -1.12048 3.68169
21 C -3.79342 -0.51919 2.69652
22 N -2.48319 -0.72496 2.61255
23 H 3.99811 -2.99029 -4.00007
24 H 4.98467 -1.28035 -2.52999
25 H 3.89933 -0.73142 -0.37855
26 H 0.77590 -3.59850 -1.24733
27 H 1.89434 -4.14049 -3.41667
28 H 4.32123 -2.28782 1.16163
29 H 5.34383 -1.44497 3.23151
30 H 3.90879 -0.47075 4.99733
31 H 1.46104 -0.34068 4.68608
32 H -2.06803 -2.73332 5.28208
33 H -4.56790 -2.41036 5.39639
34 H -5.63798 -0.92386 3.70256
35 H -4.22584 0.15684 1.97484
36 S 3.66283 2.30829 -2.57915
37 C 2.43424 1.75172 -1.48842
38 C 1.37913 0.99719 -2.02889
39 C 0.39247 0.52069 -1.20525
40 N 0.39270 0.73268 0.12425
41 C 1.38846 1.46635 0.64783
42 C 2.41516 1.98321 -0.10781
43 C 4.74049 3.23246 -1.50545
44 C 4.44430 4.54868 -1.18716
45 C 5.32615 5.22366 -0.35038
46 N 6.42917 4.67239 0.14530
47 C 6.71222 3.41944 -0.19186
48 C 5.89916 2.64942 -1.01577
49 H 1.32147 0.80716 -3.09279
50 H -0.43703 -0.04429 -1.60725
51 H 1.35037 1.64679 1.71509
52 H 3.18159 2.57445 0.37336
53 H 3.56655 5.04276 -1.58151
54 H 5.13547 6.25363 -0.07341
55 H 7.63150 3.00848 0.20874
56 H 6.17933 1.63787 -1.27771
57 N -3.78843 -0.76101 -0.81362
58 C -3.75068 0.56664 -0.71886
59 S -2.51279 1.43173 0.12595
60 N -4.69782 1.28738 -1.29164
61 C -5.76101 0.72905 -2.09877
62 C -5.69169 0.84693 -3.47866
63 C -6.72343 0.32789 -4.24705
64 C -7.79838 -0.30398 -3.63637
65 C -7.85562 -0.41404 -2.25350
66 C -6.83512 0.11060 -1.47353
67 H -3.01725 -1.31171 -0.48172
68 H -4.51231 -1.20338 -1.36592
69 H -4.64097 2.29252 -1.19408
70 H -4.85254 1.34913 -3.94299
71 H -6.69009 0.42318 -5.32358
72 H -8.60180 -0.70212 -4.24081
73 H -8.70392 -0.88934 -1.78060
74 H -6.88619 0.06784 -0.39234

---

Entry 6:
A structure of composition C34H30BN11NaS3. Source: the OMol25 dataset; level of theory: wB97M-V/def2-TZVPD.

## Properties
Total charge: -1
Max |F|, Eh/bohr: 0.0648
Gap between HOMO and LUMO, eV: 5.70

Geometry (Å):
1 Na 0.74144 -1.62936 0.36920
2 C -1.00340 -5.95673 0.43491
3 C -0.38772 -4.82780 -0.19011
4 N -0.24750 -3.84148 0.63124
5 N -0.70105 -4.30507 1.86987
6 C -1.16531 -5.53962 1.72956
7 B -0.51153 -3.60643 3.21480
8 N -1.34279 -2.25287 3.08470
9 C -2.24426 -1.86647 4.02206
10 C -2.69682 -0.59022 3.66188
11 C -1.97305 -0.24735 2.51967
12 N -1.14075 -1.26535 2.20519
13 N 0.89716 -3.30445 3.69082
14 C 1.65653 -3.81722 4.66706
15 C 2.82123 -3.10556 4.77684
16 C 2.70943 -2.15034 3.73069
17 N 1.59788 -2.30723 3.06484
18 H -1.23619 -6.89695 0.00601
19 H -0.09188 -4.66094 -1.18629
20 H -1.56433 -6.04881 2.53707
21 H -1.09625 -4.34969 4.01286
22 H -2.50084 -2.49980 4.84430
23 H -3.43182 0.00356 4.18151
24 H -1.88890 0.74290 1.99064
25 H 1.28529 -4.60953 5.28724
26 H 3.54455 -3.22609 5.55216
27 H 3.43812 -1.43449 3.37250
28 C -2.60139 -1.71616 -0.87875
29 C -1.79089 -1.82378 -2.15720
30 C -2.38616 -2.01693 -3.45488
31 C -1.53816 -2.02152 -4.54586
32 C -0.18250 -1.84933 -4.42131
33 C 0.31814 -1.85926 -3.10824
34 N -0.51553 -1.71508 -2.02646
35 C 1.72477 -2.01253 -2.88381
36 C 2.52669 -2.47030 -3.97587
37 C 3.86910 -2.54811 -3.80915
38 C 4.42149 -2.01384 -2.64941
39 C 3.56693 -1.59506 -1.64847
40 N 2.20179 -1.72931 -1.70450
41 C 3.98336 -0.81453 -0.50541
42 C 5.33116 -0.39703 -0.35852
43 C 5.61993 0.54424 0.58714
44 C 4.57296 1.00232 1.42993
45 C 3.31735 0.43775 1.32973
46 C 2.17705 0.80516 2.23702
47 N 3.01772 -0.46030 0.38238
48 H -3.66150 -1.91352 -1.10455
49 H -2.48580 -0.66744 -0.52787
50 H -2.16188 -2.40240 -0.15102
51 H -3.46425 -2.25299 -3.56515
52 H -1.96971 -2.13616 -5.53025
53 H 0.55235 -1.66005 -5.20258
54 H 2.02761 -2.89941 -4.84322
55 H 4.48558 -3.06456 -4.55267
56 H 5.53992 -1.88144 -2.60268
57 H 6.15653 -0.87990 -0.91003
58 H 6.63075 0.99369 0.69539
59 H 4.70292 1.85358 2.05428
60 H 2.56680 1.42629 3.05479
61 H 1.74511 -0.05942 2.69925
62 H 1.39819 1.34968 1.69166
63 S -1.21281 6.09592 -4.16841
64 C -1.69126 5.23811 -2.82416
65 S -1.03150 3.73137 -2.56813
66 C -1.78941 3.58914 -1.03052
67 N -2.48041 4.62942 -0.69147
68 N -2.49381 5.57276 -1.72345
69 C -3.08881 6.83162 -1.39910
70 C -3.48600 7.04194 -0.03865
71 C -4.02084 8.25883 0.35716
72 C -4.18562 9.31597 -0.56386
73 C -3.78758 9.11064 -1.90627
74 C -3.23858 7.91164 -2.27657
75 S -1.47888 2.15797 -0.12458
76 H -3.38005 6.25540 0.67875
77 H -4.34385 8.37787 1.37642
78 H -4.54201 10.31019 -0.22350
79 H -3.91274 9.85629 -2.64860
80 H -2.99955 7.75592 -3.34997